{
  "formula": "C2H6N2S",
  "method": "ωB97M-V/def2-TZVPD",
  "multiplicity": 1,
  "total_charge": 0,
  "lumo_ev": 0.5,
  "e_above_lowest_kj_mol": 520.0,
  "total_energy_ha": -587.305938,
  "e_homo_ev": -8.036,
  "species": ["N", "H", "C", "C", "H", "H", "N", "H", "S", "H", "H"],
  "positions_angstrom": [[0.691, -0.970, 0.285], [-1.106, -2.133, -0.456], [-0.696, -1.209, -0.230], [-0.748, 1.166, 0.116], [1.100, -1.723, 1.127], [-1.563, 2.144, -0.122], [-1.334, -0.134, -0.407], [2.238, 0.077, -1.406], [1.733, 0.185, -0.156], [0.467, 1.568, -0.200], [-0.782, 1.028, 1.450]]
}